This record from the Open Molecules 2025 dataset describes the molecule C18H26N4O3S. The level of theory is ωB97M-V with the def2-TZVPD basis set.

Structure (XYZ):
```
52
Properties=species:S:1:pos:R:3:forces:R:3
C -2.45196 -1.73294 1.91710 0.0 -0.2 -0.2
C -2.89216 -2.46230 0.65365 -0.2 0.3 0.1
H -3.28483 -3.44504 0.91965 0.0 -0.1 -0.1
C -3.97205 -1.69093 -0.11567 -0.1 -0.3 0.0
N -3.42648 -0.43984 -0.60039 0.0 -0.4 -0.2
C -3.79445 0.76028 -0.12778 0.2 0.2 -0.5
O -4.71649 0.95514 0.63654 -0.3 0.2 0.4
C -2.93599 1.90470 -0.66652 0.2 -0.2 0.3
H -3.48978 2.83987 -0.59767 0.0 -0.1 0.0
H -2.59105 1.72571 -1.68282 -0.1 0.1 0.0
S -1.46419 2.16588 0.38120 -0.4 0.4 0.0
C -0.49193 0.81818 -0.10890 0.0 -0.1 -0.2
N -0.72711 0.00074 -1.10511 -0.3 0.9 0.1
N 0.23073 -0.93984 -1.09592 0.7 -0.8 0.0
C 1.04518 -0.69504 -0.10356 -0.3 0.0 -0.2
N 0.63114 0.43190 0.56915 -0.5 -0.4 -0.6
C 1.27680 1.20451 1.59036 0.4 0.7 0.2
H 1.87566 0.55466 2.22784 -0.1 0.1 0.0
H 0.49393 1.68662 2.18305 0.1 -0.2 0.1
C 2.18406 2.29994 0.98418 0.2 -0.2 0.4
C 3.42747 1.73894 0.26900 -0.2 0.1 -0.1
H 4.31817 1.82065 0.88769 0.0 -0.1 0.0
H 3.27726 0.68995 0.01282 0.1 0.0 0.0
C 3.50489 2.58137 -1.00379 -0.2 0.1 0.1
H 3.97026 2.05654 -1.83424 0.1 0.0 0.0
C 2.02826 2.87901 -1.25068 0.2 -0.1 -0.4
H 1.84868 3.78846 -1.82478 0.0 -0.1 0.0
O 1.46853 3.07062 0.03436 -0.1 0.0 0.3
H 1.54296 2.03485 -1.76306 0.0 0.1 0.0
H 4.04453 3.50969 -0.81550 0.0 0.0 -0.1
H 2.46797 2.97312 1.80437 0.0 -0.1 -0.1
C 2.17910 -1.52502 0.22770 0.6 -0.5 -0.4
C 2.95602 -2.20732 -0.67985 -0.8 0.8 0.0
O 3.90659 -2.90472 -0.03247 0.2 -0.2 -0.3
C 3.74124 -2.69711 1.28583 -0.4 0.4 0.7
C 2.69927 -1.85910 1.51433 0.4 -0.3 0.0
H 2.32671 -1.55486 2.47081 0.0 0.0 0.2
H 4.41654 -3.19575 1.95162 0.1 -0.1 0.0
C 2.89825 -2.25727 -2.16080 0.2 -0.1 0.2
H 2.84684 -3.29098 -2.49694 0.0 -0.1 -0.1
H 3.79017 -1.80648 -2.59605 0.1 0.0 -0.1
H 2.01145 -1.72887 -2.49684 0.0 0.0 0.0
H -2.56857 -0.50138 -1.14575 -0.1 0.2 0.1
C -4.49626 -2.50502 -1.29608 0.0 0.2 0.3
H -4.94936 -3.42860 -0.94644 0.0 -0.2 0.0
H -5.24374 -1.93501 -1.84183 -0.1 0.0 -0.1
H -3.67994 -2.74940 -1.97248 0.1 -0.1 -0.1
H -4.79612 -1.43055 0.55722 0.1 -0.1 -0.1
H -2.03159 -2.60903 -0.00466 0.0 -0.1 -0.1
H -2.05749 -0.74823 1.67585 0.1 0.1 0.0
H -1.67662 -2.29670 2.43175 0.1 0.0 0.1
H -3.29305 -1.59881 2.59321 -0.1 0.0 0.1
```
Positions in Å, forces in eV/Å.

Values from the calculation:
- SMILES: CC[C@H](C)NC(=O)CSc1nnc(-c2ccoc2C)n1C[C@H]1CCCO1
- LUMO: 0.61 eV
- Energy above the lowest of the compared OMol25 structures with the same formula, charge and spin: 0.0000 eV
- Spin multiplicity: 1
- Gap between HOMO and LUMO: 8.79 eV
- E_HOMO: -0.3007 hartree

This record from the Open Molecules 2025 dataset describes a cluster of 13 separate species, C24H70O18S in total. The level of theory is ωB97M-V with the def2-TZVPD basis set.

Structure (XYZ):
```
113
Properties=species:S:1:pos:R:3:forces:R:3
C 0.47770 0.89972 2.64101 0.5 -0.7 0.7
O 0.39361 1.71982 1.38944 -1.3 -2.0 1.0
C -0.79197 1.33172 0.59624 -1.0 0.3 -1.1
C -0.69420 1.87158 -0.96792 -0.5 0.1 -0.4
C -0.83009 0.60277 -2.02799 1.3 1.2 0.1
C 0.71687 0.03894 -2.30612 -1.3 -0.5 -0.5
C 0.60079 -1.58972 -2.46243 0.9 -1.3 0.2
C 1.56980 -2.43188 -1.39959 0.2 2.1 -0.4
C 1.39482 -1.95837 0.16061 0.7 -0.8 0.9
C 0.36464 -2.95304 1.02502 1.3 0.4 -0.5
C 1.24094 -4.35033 1.26749 -1.7 1.1 1.4
C 0.40916 -5.52126 2.05589 0.4 -0.4 0.1
C -0.71278 -6.30781 1.15640 -3.1 0.6 -4.5
O -1.23576 -5.90383 -0.00385 3.8 -2.3 7.6
O -1.17193 -7.63598 1.68243 0.4 3.4 0.0
S 1.93774 -4.84566 -0.39756 6.3 -2.3 -2.1
O 3.45907 -4.42444 -0.41401 -5.4 -0.6 0.5
O 1.91800 -6.36264 -0.69865 -1.5 5.1 1.0
O 1.18147 -3.86976 -1.58605 1.2 -0.6 2.5
H 0.29594 1.54403 3.60379 0.1 -1.1 -1.9
H -0.29511 -0.00056 2.63805 1.5 2.0 -0.1
H 1.56515 0.42465 2.76769 -2.3 1.1 -0.6
H -1.75036 1.83534 1.09006 2.0 -1.5 -1.1
H -0.90809 0.14960 0.53691 0.3 2.4 0.4
H -1.60028 2.61699 -1.17714 2.1 -1.6 0.6
H 0.32297 2.45405 -1.19074 -2.2 -1.3 0.7
H -1.24382 0.99074 -3.05906 0.6 -0.9 2.3
H -1.53513 -0.20897 -1.56198 1.4 1.5 -1.0
H 1.44063 0.40905 -1.46439 -1.3 -0.9 -1.6
H 1.07710 0.47883 -3.34145 -0.6 -0.8 2.3
H -0.50043 -2.01153 -2.27673 2.4 1.1 -0.6
H 0.98192 -1.91334 -3.54321 -1.1 0.6 2.3
H 2.70592 -2.26217 -1.71980 -2.5 -0.7 0.8
H 1.14113 -0.82494 0.31240 0.3 -2.3 -0.6
H 2.45874 -2.12208 0.67702 -2.2 0.5 -1.1
H 0.22212 -2.44597 2.07742 0.0 -1.2 -2.1
H -0.64271 -3.13691 0.44544 2.0 0.2 1.3
H 2.14897 -4.04916 1.97405 -1.7 -0.9 -2.0
H 1.18961 -6.29363 2.49468 -1.7 1.3 -1.1
H -0.09151 -5.00253 3.00496 0.8 -1.1 -2.2
H -1.75833 -7.50561 2.48651 1.2 0.0 -1.3
C 3.09425 3.45476 1.34288 0.0 0.2 -0.2
O 3.63601 2.51672 2.25429 0.5 -0.3 0.6
H 2.06529 3.17055 1.11011 0.3 0.0 0.1
H 3.10174 4.44957 1.79484 -0.1 0.1 -0.2
H 3.68630 3.45568 0.42434 -0.1 0.2 -0.1
H 4.54868 2.79467 2.44193 -0.4 -0.2 -0.2
C -2.14864 4.54343 3.22960 0.2 0.0 0.0
O -1.86642 3.29687 2.62087 0.2 0.0 0.0
H -3.22266 4.61176 3.41805 0.1 -0.1 0.0
H -1.60929 4.61780 4.17699 -0.1 0.3 0.1
H -1.84602 5.35331 2.56120 0.0 0.2 0.2
H -0.90706 3.26511 2.46580 -0.4 -0.2 -0.1
C 3.84547 0.34700 5.71573 0.0 0.2 -0.3
O 2.54074 0.66700 5.26920 -0.2 0.2 -0.3
H 3.77215 -0.26606 6.61712 0.0 0.1 -0.1
H 4.37047 -0.21340 4.93837 0.2 -0.1 0.2
H 4.38854 1.26681 5.94656 0.2 -0.1 0.1
H 2.63777 1.21087 4.46907 -0.1 -0.2 0.3
C 0.92533 0.27077 8.92800 0.2 0.0 -0.2
O 0.83774 -0.73579 7.93641 0.3 -0.3 -0.3
H 0.00639 0.26827 9.51898 0.1 -0.1 -0.1
H 1.77680 0.06657 9.58165 0.0 0.2 0.2
H 1.04537 1.24581 8.44931 0.0 0.1 0.2
H 1.66639 -0.70953 7.42840 -0.6 0.0 0.1
C -4.10225 2.22600 -3.74591 -0.1 0.0 -0.2
O -2.84742 2.53194 -3.16633 0.3 0.7 0.2
H -4.13739 1.15807 -3.97398 0.0 0.3 0.2
H -4.90002 2.47220 -3.04099 -0.2 -0.1 -0.1
H -4.22761 2.79769 -4.66878 -0.3 -0.1 0.0
H -2.84566 3.48526 -2.97503 0.1 -0.5 -0.1
C -6.23712 -1.45756 -3.29363 0.1 -0.2 0.0
O -5.36966 -0.71823 -4.13327 0.4 -0.2 -0.4
H -6.97761 -0.77961 -2.86263 0.2 0.0 -0.1
H -6.74724 -2.22518 -3.88059 -0.2 -0.1 0.2
H -5.66002 -1.92170 -2.49003 -0.2 -0.1 0.1
H -4.72421 -1.34564 -4.50093 -0.3 0.4 0.1
C 4.50965 -7.77102 2.35770 0.1 0.1 -0.1
O 3.20492 -7.45102 1.91117 -0.3 0.4 -0.2
H 4.43632 -8.38407 3.25909 -0.1 0.1 -0.1
H 5.03465 -8.33142 1.58034 0.2 0.0 0.1
H 5.05271 -6.85121 2.58853 0.2 -0.1 0.1
H 3.30194 -6.90715 1.11104 -0.2 -0.4 0.2
C -4.60335 6.82572 0.48144 0.0 -0.2 0.1
O -3.32253 6.34578 0.11639 0.4 -0.4 0.1
H -4.82046 7.73025 -0.09162 0.1 -0.2 0.1
H -5.35580 6.06573 0.25736 -0.2 0.2 0.1
H -4.61473 7.06159 1.54844 -0.3 0.1 0.0
H -3.15771 5.54362 0.64059 0.0 0.4 -0.3
C 7.14900 1.05406 1.11605 0.1 -0.1 0.1
O 7.24672 2.45741 1.27466 0.1 0.5 0.5
H 6.62068 0.83771 0.18450 0.1 0.1 0.2
H 8.15111 0.62059 1.07311 -0.1 -0.2 -0.1
H 6.59233 0.62938 1.95510 0.0 -0.3 -0.1
H 7.71956 2.61860 2.10884 -0.2 0.0 -0.5
C -2.76354 4.97517 -6.09060 0.0 0.1 0.0
O -4.16450 4.97212 -6.29405 -0.2 0.3 0.0
H -2.46440 4.01496 -5.66371 -0.1 0.1 -0.1
H -2.25576 5.12011 -7.04722 0.2 0.0 0.1
H -2.49650 5.77793 -5.39885 0.3 -0.1 0.0
H -4.40022 5.83592 -6.67313 -0.2 -0.5 0.1
C -7.77057 6.16511 -7.19326 0.0 -0.1 0.1
O -6.48975 5.68517 -7.55832 0.2 -0.3 0.1
H -7.98768 7.06964 -7.76633 0.1 -0.2 0.1
H -8.52302 5.40512 -7.41734 -0.2 0.2 0.1
H -7.78195 6.40097 -6.12626 -0.3 0.1 0.0
H -6.32493 4.88300 -7.03411 0.1 0.4 -0.3
C 4.55022 -7.53098 -3.30357 -0.1 0.1 0.2
O 4.93441 -7.83614 -1.97565 0.0 0.1 0.5
H 5.12838 -8.15160 -3.99225 0.0 0.0 0.2
H 3.48580 -7.74104 -3.43336 0.0 0.1 -0.2
H 4.75229 -6.47691 -3.50935 -0.1 0.0 -0.2
H 4.40526 -7.27059 -1.38781 0.2 -0.3 -0.3
```
Positions in Å, forces in eV/Å.

Values from the calculation:
- LUMO: 0.10 eV
- Spin multiplicity: 1
- Gap between HOMO and LUMO: 9.74 eV
- E_HOMO: -0.3545 hartree